(1)
A 2-piece molecular cluster, CH3O3PS overall in a non-equilibrium geometry, computed with ωB97M-V with the def2-TZVPD basis set.

Each line ends with the Löwdin charge.
Geometry (Å):
1 C -0.37334 0.94714 0.31937  -0.830
2 O 2.06302 0.47777 -0.81132  -0.455
3 O -1.14422 1.36208 1.13974  0.019
4 O -0.62920 0.41750 -0.90739  -0.048
5 P 1.48378 1.33689 0.45231  0.957
6 S 0.10809 -2.06490 1.17710  0.347
7 H 1.23070 -0.00287 -1.26096  0.097
8 H -1.20342 -2.54865 0.88285  -0.215
9 H -1.53542 0.07504 -0.99171  0.129

The value obtained for the largest force on an atom is 3.19 eV Å⁻¹. As for the spin multiplicity: 1. The value obtained for the HOMO energy (alpha / beta) is -10.08 / -8.19 eV. The value obtained for the energy is -27349.8161 eV. The calculation puts the energy above the lowest of the compared OMol25 structures with the same formula, charge and spin at 3.020 eV. As for the charge: 0.



(2)
C17H16F7IN6ReS4Sb as an isolated structure, computed with ωB97M-V with the def2-TZVPD basis set.

Each line ends with the Löwdin charge.
Geometry (Å):
1 Re -0.32938 -0.43836 1.07871  0.930
2 C 3.03631 0.14578 3.93594  -0.003
3 C 1.73229 0.06575 3.22201  -0.274
4 N 1.59159 -0.39357 2.02269  -0.154
5 N 2.67582 -0.81063 1.31327  0.032
6 C 2.44724 -0.73121 0.02903  -0.778
7 N 3.31504 -1.24372 -0.84240  0.118
8 S 1.01054 0.07766 -0.67296  0.650
9 C 0.47360 0.54636 3.76143  -0.244
10 C 0.33126 1.07526 5.03858  -0.009
11 C -0.90567 1.49472 5.47585  -0.038
12 C -1.98791 1.37927 4.60960  -0.037
13 C -1.79244 0.87096 3.34887  -0.113
14 N -0.58066 0.46536 2.90526  -0.095
15 H 3.84711 0.09235 3.21497  0.077
16 H 3.13878 -0.69657 4.62471  0.099
17 H 3.11883 1.06931 4.50747  0.083
18 H 3.92280 -1.96253 -0.47358  0.109
19 H 2.97213 -1.41446 -1.77610  0.081
20 H 1.20121 1.13120 5.67679  0.118
21 H -1.03275 1.90287 6.46885  0.117
22 H -2.98097 1.68957 4.90016  0.117
23 H -2.60926 0.77786 2.64945  0.086
24 S -2.12739 4.94116 -2.31528  0.612
25 C -2.16091 3.33091 -1.99472  -1.102
26 S -2.52323 2.67713 -0.41219  0.970
27 C -2.22557 1.07588 -1.01030  -1.045
28 N -1.92207 1.01489 -2.24937  0.038
29 N -1.89935 2.26794 -2.80700  -0.140
30 C -1.49463 2.33579 -4.17990  -0.214
31 C -0.43204 1.54364 -4.58906  -0.012
32 C -0.03639 1.57638 -5.91607  -0.072
33 C -0.69594 2.39652 -6.82100  -0.084
34 C -1.76199 3.17661 -6.39819  -0.073
35 C -2.17226 3.14790 -5.07386  -0.043
36 S -2.29514 -0.33861 0.05212  0.601
37 H 0.06418 0.90096 -3.87445  0.101
38 H 0.78966 0.95818 -6.24150  0.106
39 H -0.38278 2.42244 -7.85640  0.103
40 H -2.28533 3.80962 -7.10241  0.106
41 H -3.00376 3.75014 -4.74033  0.092
42 F -1.38060 -2.10896 2.19803  -0.307
43 F 0.42833 -2.94793 0.19123  -0.437
44 Sb 1.09384 -4.38487 -0.90928  1.366
45 F 2.80644 -4.06003 -0.15263  -0.364
46 F 1.77443 -5.78339 -1.95151  -0.348
47 F 0.67832 -5.51775 0.54642  -0.363
48 F -0.63611 -4.59951 -1.60541  -0.351
49 F 1.50995 -3.09324 -2.23710  -0.366
50 I -0.46824 -2.91872 4.82514  0.879
51 C -0.71523 -3.24156 2.75651  -0.616
52 H -1.36559 -4.08909 2.58299  0.065
53 H 0.24391 -3.33566 2.26691  0.025

The value obtained for the largest force on an atom is 0.71 eV Å⁻¹. As for the spin multiplicity: 1. The value obtained for the HOMO energy (alpha / beta) is -8.32 / -8.32 eV. The value obtained for the energy is -105963.5941 eV. The calculation puts the energy above the lowest of the compared OMol25 structures with the same formula, charge and spin at 1.728 eV. As for the charge: 0.



(3)
A 5-piece molecular cluster, C30H50BBrN2O18 overall in a non-equilibrium geometry, computed with ωB97M-V with the def2-TZVPD basis set.

Each line ends with the Löwdin charge.
Geometry (Å):
1 C 1.17156 2.30474 0.45016  -0.169
2 C 1.14101 2.23374 -1.18738  -0.626
3 Br -0.78706 2.64027 -1.71627  0.589
4 C 1.47220 0.76153 -1.82770  -0.199
5 N 2.62583 0.02449 -1.18459  -0.049
6 C 2.31220 -1.01074 -0.12723  -0.198
7 O 1.60196 -2.15656 -0.23838  -0.026
8 C 3.11206 -0.40897 1.17101  0.027
9 C 2.97440 -0.72544 2.78877  -0.053
10 C 1.85717 -1.82743 3.26301  -0.188
11 C 1.87986 -2.19938 4.85987  -0.215
12 C 2.97328 -3.42835 5.04914  -0.190
13 C 3.72369 -3.34336 6.50872  -0.250
14 O 2.81050 -3.18860 7.65750  -0.139
15 C 3.96460 0.14221 3.78529  0.064
16 C 5.03523 1.27549 3.17932  0.034
17 B 6.01736 2.20380 4.15760  -0.440
18 O 7.45319 1.86688 4.27670  0.029
19 N 5.36164 3.40971 4.87025  -0.119
20 C 6.41859 4.48959 5.11894  -0.129
21 C 4.33666 4.08248 3.98241  -0.134
22 C 5.17275 1.58778 1.54489  -0.022
23 C 6.20881 2.67280 0.88479  -0.081
24 O 7.57621 2.06300 0.98010  -0.206
25 O 7.47133 0.75648 0.97846  -0.090
26 C 4.18108 0.72468 0.56548  0.046
27 C 3.95383 0.74016 -1.06661  -0.192
28 O 4.72051 1.21056 -2.06156  0.000
29 H 0.36619 3.10682 0.81579  0.074
30 H 2.21174 2.72485 0.85786  0.087
31 H 0.90913 1.30314 0.99529  0.084
32 H 1.79313 3.10901 -1.61384  0.111
33 H 0.48723 0.09967 -1.86924  0.116
34 H 1.78469 0.94869 -2.96228  0.147
35 H 0.78154 -1.36581 3.04337  0.132
36 H 1.95807 -2.79614 2.60043  0.126
37 H 2.08938 -1.28029 5.55333  0.109
38 H 0.78674 -2.59089 5.13631  0.120
39 H 3.73713 -3.32058 4.13831  0.124
40 H 2.35378 -4.43446 4.89744  0.125
41 H 4.34580 -4.35386 6.62086  0.127
42 H 4.47718 -2.43728 6.45771  0.121
43 H 1.85712 -3.39232 7.40372  0.102
44 H 3.85162 -0.05046 4.93671  0.093
45 H 7.47371 0.91554 4.64206  0.132
46 H 6.79036 5.00803 4.12389  0.111
47 H 7.28162 4.06328 5.78449  0.103
48 H 5.89729 5.35672 5.75044  0.104
49 H 3.24066 3.68554 4.10071  0.106
50 H 4.30279 5.24359 4.25668  0.106
51 H 4.62151 4.02769 2.84786  0.074
52 H 5.98718 2.72221 -0.28664  0.142
53 H 6.20521 3.73338 1.37916  0.133
54 H 7.97184 0.35954 1.77389  0.155
55 C -2.50408 -5.97189 5.77687  -0.053
56 O -2.79601 -6.15575 4.39293  -0.009
57 C -2.42661 -5.11712 3.60171  -0.560
58 O -1.88812 -4.08692 3.97539  0.095
59 O -2.76020 -5.42327 2.32250  -0.007
60 C -2.42806 -4.41343 1.37168  -0.046
61 H -2.84154 -6.86216 6.31461  0.095
62 H -1.42593 -5.86344 5.93299  0.094
63 H -3.04306 -5.10530 6.17323  0.098
64 H -1.34684 -4.24267 1.35167  0.096
65 H -2.96397 -3.48452 1.59192  0.100
66 H -2.73921 -4.76391 0.38373  0.096
67 C -0.89206 -2.89033 -2.78391  -0.043
68 O -2.30175 -3.07982 -2.67814  -0.007
69 C -3.04159 -2.07076 -3.20319  -0.535
70 O -2.60431 -1.06163 -3.73361  0.082
71 O -4.35246 -2.37898 -3.03580  -0.003
72 C -5.25531 -1.39918 -3.54473  -0.046
73 H -0.39989 -3.75626 -2.33274  0.097
74 H -0.58827 -2.83007 -3.83397  0.103
75 H -0.58101 -1.99408 -2.23751  0.073
76 H -5.12596 -1.27929 -4.62524  0.102
77 H -5.11870 -0.44330 -3.02878  0.101
78 H -6.27430 -1.74863 -3.35703  0.096
79 C -2.63163 1.47229 -5.19034  -0.060
80 O -2.92355 1.28842 -6.57428  -0.009
81 C -2.55415 2.32705 -7.36549  -0.562
82 O -2.01567 3.35725 -6.99182  0.106
83 O -2.88775 2.02090 -8.64471  -0.014
84 C -2.55560 3.03074 -9.59553  -0.056
85 H -2.96908 0.58201 -4.65260  0.052
86 H -1.55348 1.58073 -5.03422  0.093
87 H -3.17061 2.33887 -4.79398  0.095
88 H -1.47438 3.20150 -9.61554  0.098
89 H -3.09152 3.95965 -9.37529  0.097
90 H -2.86675 2.68026 -10.58348  0.093
91 C -10.71711 0.80545 -3.99488  -0.052
92 O -10.00403 1.85244 -4.65036  -0.008
93 C -8.65494 1.76867 -4.53120  -0.557
94 O -8.04043 0.90109 -3.93073  0.100
95 O -8.10791 2.81760 -5.19596  -0.007
96 C -6.68284 2.85914 -5.15566  -0.050
97 H -11.78573 0.97233 -4.15552  0.094
98 H -10.45272 -0.16760 -4.42129  0.098
99 H -10.52408 0.82275 -2.91738  0.098
100 H -6.25714 1.96818 -5.62847  0.096
101 H -6.32850 2.95852 -4.12456  0.099
102 H -6.35423 3.73730 -5.71827  0.097

The value obtained for the largest force on an atom is 8.85 eV Å⁻¹. As for the spin multiplicity: 1. As for the SMILES: C[C@H](Br)CN1C(=O)c2c(CCCCO)cc(B(O)N(C)C)c(COO)c2C1=O.COC(=O)OC.COC(=O)OC.COC(=O)OC.COC(=O)OC. The value obtained for the HOMO energy is -8.99 eV. The value obtained for the energy is -142458.5100 eV. As for the charge: 0.



Q: charge of number 1 (CH3O3PS)?
A: 0



Q: Which value of largest force on an atom does entry 2 give?
A: 0.71 eV Å⁻¹